Molecular formula: C40H51IN7O7S3Ti
Method: DFT, wB97M-V/def2-TZVPD

CARTESIAN COORDINATES (ANGSTROEM)
Ti  -0.456  -0.342  0.366
C  3.614  1.965  1.833
N  2.254  1.647  2.232
C  2.216  1.208  3.630
C  1.263  2.629  1.934
C  1.606  3.954  1.671
C  0.634  4.905  1.390
C  -0.703  4.542  1.393
C  -1.054  3.224  1.639
C  -0.090  2.247  1.878
N  -0.475  0.886  1.970
C  -1.233  0.461  3.062
C  -1.392  1.202  4.237
C  -2.044  0.665  5.337
C  -2.561  -0.619  5.299
C  -2.446  -1.354  4.124
C  -1.800  -0.829  3.024
N  -1.773  -1.543  1.743
C  -1.438  -2.979  1.875
C  -3.134  -1.453  1.142
H  3.631  2.353  0.816
H  4.094  2.701  2.495
H  4.209  1.050  1.867
H  2.556  2.009  4.301
H  1.205  0.921  3.906
H  2.866  0.342  3.758
H  2.646  4.250  1.695
H  0.928  5.926  1.182
H  -1.472  5.279  1.196
H  -2.091  2.911  1.609
H  -0.988  2.206  4.284
H  -2.134  1.257  6.239
H  -3.061  -1.043  6.159
H  -2.870  -2.349  4.070
H  -2.272  -3.525  2.322
H  -1.255  -3.378  0.881
H  -0.551  -3.107  2.487
H  -3.840  -2.014  1.761
H  -3.454  -0.412  1.103
H  -3.142  -1.873  0.139
C  -3.766  6.006  -4.932
C  -3.624  4.862  -3.966
C  -3.556  5.088  -2.595
C  -3.416  4.034  -1.706
C  -3.332  2.740  -2.198
C  -3.434  2.487  -3.558
C  -3.573  3.550  -4.433
S  -3.174  1.406  -1.061
O  -3.758  1.860  0.173
O  -3.735  0.245  -1.699
N  -1.602  1.107  -0.806
C  -0.468  1.684  -1.324
C  -0.288  2.806  -2.160
C  0.988  3.169  -2.526
C  2.101  2.448  -2.097
C  1.860  1.362  -1.290
N  0.629  0.996  -0.923
H  -3.751  6.964  -4.416
H  -4.704  5.934  -5.486
H  -2.956  6.002  -5.663
H  -3.618  6.102  -2.217
H  -3.361  4.203  -0.639
H  -3.415  1.466  -3.915
H  -3.654  3.360  -5.496
H  -1.123  3.390  -2.500
H  1.118  4.035  -3.166
H  3.110  2.714  -2.375
H  2.665  0.726  -0.944
C  1.759  -4.631  -3.619
C  2.658  -3.813  -2.707
S  1.973  -2.215  -2.262
O  3.083  -1.488  -1.534
C  1.895  -1.448  -3.891
C  3.246  -1.319  -4.572
H  2.105  -5.664  -3.645
H  1.765  -4.248  -4.640
H  0.728  -4.631  -3.263
H  3.650  -3.631  -3.125
H  2.781  -4.304  -1.739
H  1.462  -0.469  -3.672
H  1.161  -2.010  -4.469
H  4.007  -1.032  -3.845
H  3.204  -0.549  -5.342
H  3.554  -2.251  -5.046
N  1.570  -1.023  1.025
C  1.963  -2.123  1.888
C  2.819  -3.119  1.437
C  3.207  -4.129  2.304
C  2.767  -4.149  3.620
C  1.927  -3.139  4.067
C  1.523  -2.128  3.203
S  3.364  -5.403  4.758
O  3.141  -6.655  4.050
O  2.545  -5.216  5.945
O  4.769  -5.066  4.933
H  2.132  -1.087  0.168
H  1.849  -0.131  1.465
H  3.198  -3.079  0.426
H  3.875  -4.912  1.968
H  1.596  -3.160  5.096
H  0.868  -1.338  3.554
N  -1.623  -1.599  -3.069
C  -1.287  -2.402  -1.999
O  -0.788  -1.836  -0.969
C  -1.460  -3.786  -2.094
I  -4.180  -4.193  -1.806
H  -1.820  -0.656  -2.772
H  -2.374  -1.979  -3.629
H  -1.139  -4.412  -1.278
H  -1.628  -4.238  -3.057

Properties
Multiplicity   3
Total charge   -1
Total energy   -130798.2214 eV
Energy relative to the best compared isomer or geometry (same formula, charge and spin)   0.0 kJ/mol
Orbital gap (alpha / beta)   6.549 / 6.366 eV

***

Molecular formula: C40H52N11O10S3Sn
Method: DFT, wB97M-V/def2-TZVPD

CARTESIAN COORDINATES (ANGSTROEM)
Sn  -0.234  -0.412  -0.119
C  2.041  -2.708  -4.205
N  2.519  -2.511  -2.841
C  3.823  -2.606  -2.509
C  4.279  -2.322  -1.267
C  3.308  -1.850  -0.324
N  2.033  -1.772  -0.644
C  1.587  -2.120  -1.880
O  0.391  -2.109  -2.146
N  3.654  -1.430  0.904
H  2.883  -3.025  -4.816
H  1.634  -1.769  -4.573
H  1.261  -3.467  -4.211
H  4.485  -2.934  -3.300
H  5.323  -2.434  -1.015
H  4.574  -1.621  1.258
H  2.884  -1.199  1.554
C  -1.939  -0.928  -3.799
S  -2.957  -0.223  -2.531
O  -2.951  1.208  -2.770
O  -4.247  -0.882  -2.610
O  -2.264  -0.582  -1.259
H  -2.358  -0.634  -4.760
H  -1.939  -2.008  -3.692
H  -0.921  -0.560  -3.689
C  -5.654  -4.556  -0.801
N  -4.748  -3.427  -0.669
N  -3.388  -3.730  -0.607
C  -2.765  -2.875  0.309
O  -1.554  -2.846  0.509
C  -3.833  -2.096  0.884
C  -4.982  -2.463  0.281
C  -6.372  -1.991  0.515
C  -2.760  -4.291  -1.741
C  -1.507  -4.882  -1.610
C  -0.895  -5.422  -2.729
C  -1.522  -5.401  -3.967
C  -2.771  -4.806  -4.087
C  -3.388  -4.239  -2.982
H  -5.224  -5.277  -1.491
H  -6.597  -4.201  -1.213
H  -5.836  -5.051  0.160
H  -3.689  -1.289  1.581
H  -6.348  -1.080  1.109
H  -6.961  -2.738  1.052
H  -6.863  -1.773  -0.433
H  -1.016  -4.885  -0.649
H  0.087  -5.868  -2.625
H  -1.037  -5.830  -4.835
H  -3.266  -4.764  -5.049
H  -4.325  -3.708  -3.084
O  1.318  -1.163  2.362
S  1.031  -1.814  3.710
C  1.556  -3.540  3.415
C  0.402  -4.236  2.709
C  -0.828  -3.801  3.499
C  -0.724  -2.285  3.629
H  1.770  -3.984  4.392
H  2.477  -3.482  2.835
H  0.519  -5.321  2.670
H  0.322  -3.856  1.688
H  -0.811  -4.264  4.491
H  -1.762  -4.083  3.010
H  -1.215  -1.852  4.498
H  -1.074  -1.787  2.726
C  3.094  3.286  -2.796
C  2.387  2.985  -4.107
C  0.952  2.442  -3.943
C  0.402  2.077  -5.341
C  -1.120  2.065  -5.454
C  0.106  3.556  -3.358
O  -0.009  4.634  -3.906
N  -0.519  3.296  -2.169
C  -0.414  2.119  -1.450
O  -0.985  2.023  -0.367
N  0.374  1.101  -1.890
C  1.022  1.172  -3.075
O  1.727  0.250  -3.479
H  4.073  3.735  -2.964
H  3.248  2.371  -2.224
H  2.522  3.979  -2.174
H  2.947  2.232  -4.666
H  2.316  3.886  -4.718
H  0.810  1.094  -5.581
H  0.823  2.787  -6.055
H  -1.596  1.567  -4.608
H  -1.428  1.549  -6.365
H  -1.516  3.080  -5.494
H  -1.155  3.988  -1.802
C  4.245  -0.429  7.104
C  3.392  0.669  6.525
C  3.841  1.986  6.501
C  2.959  2.905  5.959
N  1.769  2.591  5.477
C  1.399  1.283  5.531
S  -0.138  0.829  4.910
N  2.205  0.320  6.060
H  4.398  -0.276  8.174
H  5.231  -0.449  6.633
H  3.752  -1.387  6.952
H  4.811  2.274  6.883
H  3.231  3.958  5.909
N  5.504  1.361  -0.392
C  4.996  2.553  0.031
O  5.605  3.600  -0.100
C  3.656  2.475  0.683
C  3.314  3.377  1.684
C  2.082  3.256  2.297
C  1.225  2.242  1.885
N  1.533  1.402  0.899
C  2.716  1.526  0.312
H  6.350  1.376  -0.933
H  4.978  0.509  -0.303
H  4.019  4.149  1.965
H  1.779  3.902  3.107
H  0.277  2.084  2.387
H  2.901  0.851  -0.518

Properties
Multiplicity   1
Total charge   -1
Total energy   -117534.9757 eV
Energy relative to the best compared isomer or geometry (same formula, charge and spin)   63.5 kJ/mol
Orbital gap   6.065 eV

***

Molecular formula: C40H53Br4N9
Method: DFT, wB97M-V/def2-TZVPD

CARTESIAN COORDINATES (ANGSTROEM)
N  11.885  9.510  16.807
C  12.438  10.150  17.880
C  13.718  10.496  17.620
C  14.005  10.027  16.256
C  12.853  9.410  15.824
H  10.934  9.235  16.656
H  11.875  10.278  18.784
H  14.381  11.011  18.266
H  14.861  10.076  15.590
H  12.578  9.039  14.851
N  17.307  12.110  18.609
C  18.343  11.508  19.180
C  19.196  11.071  18.206
C  18.591  11.419  16.977
C  17.407  12.052  17.264
H  16.586  12.593  19.124
H  18.489  11.568  20.232
H  20.144  10.615  18.428
H  19.028  11.294  15.995
H  16.696  12.544  16.621
N  9.690  7.863  12.253
C  8.326  7.673  12.337
C  7.800  8.783  12.985
C  8.881  9.646  13.253
C  9.999  9.078  12.818
H  10.362  7.231  11.820
H  7.858  6.830  11.867
H  6.752  8.914  13.177
H  8.940  10.609  13.743
H  11.001  9.458  12.865
N  16.567  15.173  19.958
C  15.336  14.870  19.460
C  14.899  13.809  20.172
C  15.833  13.469  21.196
C  16.870  14.347  21.017
H  17.200  15.886  19.620
H  14.896  15.451  18.666
H  13.949  13.363  19.971
H  15.809  12.661  21.907
H  17.845  14.326  21.483
N  17.347  18.105  15.590
C  16.351  18.308  16.493
C  16.686  19.413  17.235
C  17.958  19.897  16.777
C  18.360  19.022  15.757
H  17.387  17.411  14.860
H  15.500  17.664  16.410
H  16.158  19.881  18.053
H  18.544  20.696  17.203
H  19.224  18.948  15.118
N  10.024  11.273  9.153
C  10.651  11.804  10.218
C  11.969  11.920  9.907
C  12.129  11.495  8.588
C  10.923  11.045  8.126
H  9.055  10.989  9.124
H  10.108  12.146  11.072
H  12.740  12.332  10.523
H  12.977  11.367  7.953
H  10.751  10.495  7.209
N  18.642  17.546  12.230
C  17.267  17.474  12.129
C  16.823  16.382  12.846
C  17.962  15.776  13.398
C  19.041  16.485  13.051
H  19.211  18.274  11.831
H  16.826  18.239  11.525
H  15.828  16.043  12.905
H  17.971  14.883  13.997
H  20.087  16.365  13.224
N  16.427  11.366  11.795
C  17.116  11.585  12.950
C  17.103  10.478  13.740
C  16.413  9.477  12.993
C  16.011  9.997  11.795
H  16.260  12.031  11.056
H  17.483  12.582  13.099
H  17.518  10.467  14.727
H  16.171  8.474  13.290
H  15.448  9.514  11.004
N  13.767  16.301  10.130
C  12.807  15.248  10.015
C  12.210  15.169  11.269
C  12.793  16.167  12.088
C  13.696  16.855  11.404
H  14.391  16.573  9.381
H  12.637  14.512  9.230
H  11.556  14.326  11.477
H  12.709  16.318  13.156
H  14.397  17.605  11.708
Br  12.178  12.089  13.521
C  12.997  13.228  14.932
C  14.361  13.562  14.516
Br  15.093  14.834  15.842
H  13.023  12.527  15.766
H  12.307  14.026  15.132
H  14.486  14.006  13.536
H  15.076  12.746  14.610
Br  8.680  11.161  16.740
C  10.115  12.511  16.881
C  9.565  13.751  17.493
Br  11.076  14.883  18.079
H  10.523  12.619  15.878
H  10.851  12.043  17.535
H  9.077  13.541  18.432
H  8.998  14.402  16.822

Properties
Multiplicity   1
Total charge   0
Total energy   -335918.1531 eV
Orbital gap   8.327 eV

***

Molecular formula: C40H54KN8Se
Method: DFT, wB97M-V/def2-TZVPD

CARTESIAN COORDINATES (ANGSTROEM)
K  0.462  -1.734  -0.187
C  -0.552  -2.381  3.053
C  0.682  -1.540  3.390
C  1.519  -2.242  4.456
C  0.230  -0.144  3.770
C  -0.150  0.133  5.081
C  -0.688  1.358  5.435
C  -0.878  2.327  4.464
C  -0.516  2.093  3.143
C  -0.716  3.153  2.074
C  -1.948  4.022  2.320
C  0.534  4.027  1.933
C  0.067  0.860  2.805
N  0.432  0.660  1.450
C  1.666  0.853  1.164
C  2.295  0.905  -0.137
C  3.696  1.055  -0.100
C  4.456  1.297  -1.214
C  3.786  1.431  -2.441
C  2.427  1.308  -2.532
C  1.596  0.998  -1.398
N  0.284  0.784  -1.508
C  -0.328  1.225  -2.685
C  -0.826  0.304  -3.637
C  -1.448  0.775  -4.786
C  -1.610  2.134  -5.018
C  -1.166  3.034  -4.066
C  -0.537  2.605  -2.901
C  -0.115  3.636  -1.869
C  0.965  4.577  -2.405
C  -1.323  4.435  -1.375
C  -0.709  -1.183  -3.365
C  -1.652  -2.045  -4.199
C  0.720  -1.703  -3.518
H  -0.239  -3.370  2.713
H  -1.158  -1.903  2.279
H  -1.176  -2.486  3.947
H  1.311  -1.478  2.498
H  0.942  -2.427  5.365
H  2.404  -1.661  4.723
H  1.840  -3.211  4.074
H  -0.028  -0.629  5.841
H  -0.971  1.551  6.462
H  -1.317  3.277  4.740
H  -0.855  2.624  1.126
H  -1.819  4.669  3.191
H  -2.839  3.411  2.482
H  -2.128  4.669  1.461
H  0.741  4.545  2.873
H  0.396  4.779  1.151
H  1.410  3.431  1.675
H  2.370  1.049  1.986
H  4.184  0.962  0.864
H  5.532  1.376  -1.147
H  4.355  1.635  -3.343
H  1.947  1.410  -3.497
H  -1.817  0.070  -5.521
H  -2.089  2.483  -5.925
H  -1.311  4.096  -4.229
H  0.299  3.098  -1.015
H  0.593  5.157  -3.254
H  1.841  4.016  -2.730
H  1.281  5.280  -1.630
H  -1.796  4.986  -2.191
H  -1.021  5.161  -0.616
H  -2.078  3.780  -0.934
H  -0.999  -1.328  -2.321
H  -1.352  -2.071  -5.250
H  -2.683  -1.678  -4.165
H  -1.639  -3.063  -3.809
H  1.033  -1.646  -4.565
H  0.778  -2.750  -3.207
H  1.431  -1.116  -2.936
C  -2.488  -4.892  1.159
N  -3.178  -3.728  0.634
C  -4.020  -2.999  1.566
C  -2.663  -3.150  -0.486
N  -1.660  -3.543  -1.171
N  -3.410  -2.023  -0.974
C  -2.858  -0.770  -0.680
N  -3.261  0.243  -1.526
N  -2.101  -0.654  0.334
H  -3.079  -5.306  1.974
H  -1.486  -4.660  1.529
H  -2.394  -5.653  0.382
H  -4.749  -3.688  1.997
H  -4.548  -2.209  1.043
H  -3.433  -2.549  2.370
H  -1.151  -4.316  -0.745
H  -3.613  -2.141  -1.957
H  -3.355  -0.021  -2.496
H  -2.656  1.050  -1.449
H  -1.654  0.255  0.397
Se  1.379  -4.839  0.686
C  2.888  -3.705  0.576
C  3.708  -3.446  1.683
C  4.784  -2.586  1.564
N  5.124  -1.947  0.442
C  4.351  -2.192  -0.616
C  3.259  -3.046  -0.606
H  3.499  -3.929  2.629
H  5.416  -2.395  2.428
H  4.613  -1.665  -1.529
H  2.702  -3.216  -1.521

Properties
Multiplicity   1
Total charge   -1
Total energy   -135954.1087 eV
Energy relative to the best compared isomer or geometry (same formula, charge and spin)   0.0 kJ/mol
Orbital gap   6.529 eV